i:
Density functional theory data (ωB97M-V/def2-TZVPD) for a 2-piece molecular cluster, C2H4N2OS overall.

## Properties
* total charge: 0
* HOMO energy: -8.6 eV

```
10
C2H4N2OS ωB97M-V/def2-TZVPD
C 1.332 0.306 -1.397
C -0.099 0.191 0.738
N 1.647 -0.873 -1.482
N -0.828 1.263 0.470
O 1.309 1.453 -1.418
S -0.843 -1.339 0.780
H 0.349 -1.951 0.784
H 1.606 -1.603 -0.730
H -0.269 2.165 0.507
H -1.859 1.428 0.291
```

ii:
Density functional theory data (ωB97M-V/def2-TZVPD) for an isolated molecule of C2H4N2OS.

## Properties
* total charge: 0
* HOMO energy: -8.7 eV

```
10
C2H4N2OS ωB97M-V/def2-TZVPD
C 1.155 0.460 -0.721
C 0.279 -0.526 -0.891
N -0.868 1.431 -0.184
N -1.037 -0.587 1.288
O 0.715 1.665 -0.666
S -1.233 -0.087 -0.243
H 2.141 0.167 -0.944
H 0.528 -1.528 -1.148
H -0.088 -0.956 1.577
H -1.592 -0.039 1.932
```

Which structure is most stable, and how do the rest compare? From most to least stable: i, ii.

i:
Density functional theory data (ωB97M-V/def2-TZVPD) for an isolated molecule of C2H4N2OS.

## Properties
* total charge: 0
* HOMO energy: -9.3 eV
* SMILES string: [H]/N=C/NOC=S

```
10
C2H4N2OS ωB97M-V/def2-TZVPD
H 2.580 -1.463 -0.907
N 1.844 -0.738 -0.787
C 1.723 -0.374 0.413
N 0.914 0.694 0.774
O 0.201 1.172 -0.278
C -0.967 0.608 -0.558
S -1.809 -0.606 0.164
H 2.137 -0.806 1.370
H 0.209 0.420 1.492
H -1.426 1.081 -1.397
```

ii:
Density functional theory data (ωB97M-V/def2-TZVPD) for an isolated molecule of C2H4N2OS.

## Properties
* total charge: 0
* HOMO energy: -9.1 eV
* SMILES string: N/N=C/OC=S

```
10
C2H4N2OS ωB97M-V/def2-TZVPD
N 2.090 -0.338 0.025
N 0.703 -0.411 -0.204
C 0.095 0.684 -0.151
O -1.254 0.850 -0.071
C -1.994 -0.273 -0.188
S -3.574 -0.182 0.050
H 2.354 -1.230 0.388
H 2.399 0.391 0.640
H 0.589 1.648 0.016
H -1.408 -1.138 -0.506
```

iii:
Density functional theory data (ωB97M-V/def2-TZVPD) for a 2-piece molecular cluster, C2H4N2OS overall.

## Properties
* total charge: 0
* HOMO energy: -9.5 eV

```
10
C2H4N2OS ωB97M-V/def2-TZVPD
C 0.451 0.311 1.316
C 0.462 0.787 -0.280
H -1.022 -0.984 2.497
H -0.668 -1.283 0.645
H 1.485 1.331 -0.779
H -1.173 -0.661 -3.162
N 0.258 -0.960 1.426
N -0.516 0.119 -0.981
O 0.894 1.085 2.130
S -0.171 0.255 -2.813
```

iv:
Density functional theory data (ωB97M-V/def2-TZVPD) for an isolated molecule of C2H4N2OS.

## Properties
* total charge: 0
* HOMO energy: -9.0 eV
* SMILES string: N/N=C\C(O)=S

```
10
C2H4N2OS ωB97M-V/def2-TZVPD
N -1.277 -0.637 0.581
N -1.191 0.549 -0.134
C -0.087 0.966 -0.550
C 1.179 0.151 -0.466
O 1.058 -1.198 -0.276
S 2.650 0.926 -0.552
H -0.290 -0.697 1.275
H -2.170 -0.562 1.338
H 0.039 1.971 -0.995
H 0.090 -1.469 -0.221
```

Which structure is most stable, and how do the rest compare? From most to least stable: ii, i, iv, iii.

i:
Density functional theory data (ωB97M-V/def2-TZVPD) for an isolated molecule of C2H4N2OS.

## Properties
* total charge: 0
* HOMO energy: -8.7 eV
* SMILES string: [H]/N=C1/NSCO1

```
10
C2H4N2OS ωB97M-V/def2-TZVPD
H 1.937 1.519 -0.836
N 1.602 1.410 0.137
C 0.656 0.576 0.144
N -0.072 0.196 1.211
S -1.658 -0.275 0.802
C -0.826 -0.989 -0.655
O 0.143 -0.056 -0.999
H -0.015 0.712 2.035
H -0.324 -1.904 -0.315
H -1.442 -1.189 -1.523
```

ii:
Density functional theory data (ωB97M-V/def2-TZVPD) for an isolated molecule of C2H4N2OS.

## Properties
* total charge: 0
* HOMO energy: -9.4 eV
* SMILES string: [H]/N=C/C[N+]([O-])=S

```
10
C2H4N2OS ωB97M-V/def2-TZVPD
H 1.439 -2.237 -1.010
N 0.831 -1.424 -1.095
C 0.532 -0.948 0.049
C -0.508 0.145 -0.234
N -0.424 1.427 0.720
O -0.278 1.053 1.896
S -0.274 2.912 0.125
H 0.745 -1.097 1.051
H -0.460 0.279 -1.334
H -1.603 -0.110 -0.168
```

iii:
Density functional theory data (ωB97M-V/def2-TZVPD) for an isolated molecule of C2H4N2OS.

## Properties
* total charge: 0
* HOMO energy: -8.8 eV
* SMILES string: C=NS/C=N\O

```
10
C2H4N2OS ωB97M-V/def2-TZVPD
C 2.019 0.636 0.081
N 0.821 0.365 -0.232
S 0.387 -1.297 -0.031
C -1.366 -1.174 -0.015
N -2.224 -0.217 0.041
O -1.993 1.109 0.006
H 2.409 1.634 -0.100
H 2.736 -0.110 0.498
H -1.760 -2.195 -0.112
H -1.030 1.249 -0.136
```

iv:
Density functional theory data (ωB97M-V/def2-TZVPD) for an isolated molecule of C2H4N2OS.

## Properties
* total charge: 0
* HOMO energy: -8.5 eV
* SMILES string: [H]/N=C1/NSCO1

```
10
C2H4N2OS ωB97M-V/def2-TZVPD
H -2.481 0.240 -0.451
N -2.019 -0.668 -0.216
C -0.821 -0.321 -0.005
N 0.183 -1.266 0.278
S 1.738 -0.747 -0.268
C 1.070 1.000 0.102
O -0.302 0.913 -0.183
H -0.062 -2.217 0.127
H 1.230 1.222 1.151
H 1.465 1.845 -0.535
```

Which structure is most stable, and how do the rest compare? From most to least stable: i, iv, iii, ii.

i:
Density functional theory data (ωB97M-V/def2-TZVPD) for a 2-piece molecular cluster, C9H13N2 overall.

## Properties
* total charge: +1
* HOMO energy (alpha / beta): -13.0 / -13.0 eV

```
24
C9H13N2 ωB97M-V/def2-TZVPD
C 1.652 1.402 -2.001
C 1.560 0.403 -1.286
C -2.943 0.215 0.051
C -2.920 -1.005 -0.562
C -0.817 -0.403 -0.083
C 2.063 0.268 1.160
C 1.926 -1.849 -0.221
C -1.267 1.794 0.903
C 1.659 -0.363 -0.050
N -1.603 0.534 0.341
N -1.570 -1.354 -0.623
H 1.905 2.076 -2.783
H -3.582 0.960 0.332
H -3.760 -1.589 -0.986
H 2.757 -0.436 1.771
H 1.192 0.558 1.831
H 2.586 1.147 0.940
H 1.137 -2.275 -0.848
H 2.909 -1.896 -0.647
H 1.822 -2.368 0.774
H -2.162 2.372 1.006
H -0.717 1.678 1.899
H -0.512 2.334 0.220
H -1.315 -2.204 -1.138
```

ii:
Density functional theory data (ωB97M-V/def2-TZVPD) for an isolated ion of composition C9H13N2 and charge +1.

## Properties
* total charge: +1
* HOMO energy: -12.8 eV
* SMILES string: Cc1ccccc[nH]c(C)[nH+]1

```
24
C9H13N2 ωB97M-V/def2-TZVPD
C -0.218 0.821 2.407
C -0.497 0.140 1.141
C -1.707 -0.070 0.684
C -2.035 -0.666 -0.613
C -1.679 0.066 -1.717
C -1.104 1.307 -1.495
C 0.058 1.414 -0.826
N 1.142 0.409 -1.103
C 1.316 -0.584 -0.285
C 2.417 -1.631 -0.569
N 0.586 -0.619 0.738
H -1.118 1.321 2.965
H 0.602 1.572 2.216
H 0.228 0.162 3.196
H -2.473 0.428 1.292
H -2.600 -1.574 -0.673
H -2.035 -0.182 -2.661
H -1.608 2.212 -1.590
H 0.487 2.394 -0.438
H 1.351 0.358 -2.091
H 1.935 -2.478 -1.170
H 2.939 -2.152 0.351
H 3.154 -1.262 -1.151
H 0.860 -1.385 1.393
```

iii:
Density functional theory data (ωB97M-V/def2-TZVPD) for an isolated ion of composition C9H13N2 and charge +1.

## Properties
* total charge: +1
* HOMO energy (alpha / beta): -12.0 / -12.0 eV

```
24
C9H13N2 ωB97M-V/def2-TZVPD
C -0.278 1.124 -1.416
C 1.468 -0.444 -0.912
C -0.690 0.264 -0.382
C 2.779 -0.300 -0.127
C -2.017 0.442 0.141
C 1.008 0.820 -1.754
C 3.155 -0.812 1.179
C -2.851 1.611 -0.379
C -0.084 -1.941 0.504
N -2.445 -0.503 0.866
N 0.212 -0.698 -0.180
H 1.805 -1.130 -1.629
H 1.668 1.269 -2.483
H -0.721 1.920 -1.979
H 4.197 -1.206 1.078
H 2.501 -1.575 1.577
H 3.311 0.185 1.791
H -3.603 1.735 0.307
H -2.357 2.494 -0.467
H -3.452 1.447 -1.214
H -0.595 -2.535 -0.131
H -0.784 -1.590 1.349
H 0.773 -2.400 0.736
H -3.306 -0.595 1.356
```

Which structure is most stable, and how do the rest compare? From most to least stable: ii, i, iii.

i:
Density functional theory data (ωB97M-V/def2-TZVPD) for a 2-piece molecular cluster, C4H13N overall.

## Properties
* total charge: +1
* 2S+1: 2
* HOMO energy (alpha / beta): -14.6 / -14.6 eV

```
18
C4H13N ωB97M-V/def2-TZVPD
C 0.338 -1.146 1.908
C 1.520 -1.588 1.046
H 0.089 -1.926 2.628
H -0.494 -0.609 1.464
H 0.727 -0.333 2.556
H 1.055 -1.900 0.092
H 2.100 -0.743 0.660
H 2.193 -2.331 1.442
C -1.658 0.344 -1.610
N -0.264 0.553 -1.211
C -0.090 1.923 -0.646
H -2.258 0.678 -0.773
H -2.009 0.801 -2.550
H -1.616 -0.740 -1.844
H 0.445 0.376 -1.930
H -0.373 2.676 -1.367
H 0.904 1.970 -0.185
H -0.608 1.995 0.319
```

ii:
Density functional theory data (ωB97M-V/def2-TZVPD) for a 2-piece molecular cluster, C4H13N overall.

## Properties
* total charge: +1
* 2S+1: 2
* HOMO energy (alpha / beta): -13.2 / -13.2 eV

```
18
C4H13N ωB97M-V/def2-TZVPD
C -0.263 -3.660 -1.616
C 0.377 -4.690 -0.598
H -0.967 -4.035 -2.267
H 0.571 -3.125 -2.115
H -0.756 -2.858 -1.079
H 0.503 -5.800 -0.576
H 1.379 -4.383 -0.299
H -0.263 -4.490 0.353
C 0.596 2.857 -0.449
C -0.162 3.450 0.945
N -0.479 2.352 1.846
H 0.823 1.820 -0.556
H -0.163 3.003 -1.298
H 1.601 3.410 -0.504
H 0.317 4.376 1.285
H -1.186 3.871 0.687
H -0.463 1.432 1.393
H -1.323 2.568 2.360
```

Which structure is most stable, and how do the rest compare? From most to least stable: i, ii.